1.
C55H57MnN9O2S2Si as an isolated structure, computed with ωB97M-V/def2-TZVPD.

Positions of all 127 atoms, in Å:
Mn: 0.082 0.438 0.786
C: 0.402 -0.167 4.961
C: 0.783 0.044 3.673
N: -0.034 -0.207 2.626
C: -1.264 -0.780 2.896
C: -1.628 -0.939 4.257
N: -0.856 -0.640 5.268
C: -2.083 -1.139 1.781
C: -3.341 -1.763 1.942
C: -4.100 -2.090 0.860
C: -3.584 -1.777 -0.412
C: -2.349 -1.171 -0.541
N: -1.596 -0.861 0.527
C: -1.926 -0.755 -1.920
C: -2.870 -0.083 -2.672
N: -2.683 0.513 -3.867
C: -1.373 0.525 -4.259
C: -0.391 -0.122 -3.593
N: -0.627 -0.921 -2.469
C: -5.424 -2.782 1.012
C: -5.976 -3.049 2.260
C: -7.191 -3.709 2.353
N: -7.901 -4.117 1.296
C: -7.375 -3.851 0.100
C: -6.163 -3.198 -0.087
H: 1.077 0.034 5.784
H: 1.772 0.428 3.440
H: -2.612 -1.331 4.508
H: -3.678 -1.990 2.943
H: -4.120 -2.041 -1.308
H: -3.857 0.032 -2.238
H: -1.123 1.111 -5.137
H: 0.635 -0.039 -3.907
H: -5.478 -2.753 3.174
H: -7.617 -3.921 3.329
H: -7.949 -4.180 -0.761
H: -5.816 -3.033 -1.100
C: 6.109 -1.503 6.911
C: 5.513 -1.891 5.575
C: 4.137 -1.844 5.369
C: 3.587 -2.223 4.144
C: 4.406 -2.649 3.111
C: 5.781 -2.704 3.302
C: 6.324 -2.329 4.525
S: 3.647 -3.084 1.530
O: 4.495 -2.289 0.556
O: 3.888 -4.545 1.425
N: 1.546 -0.860 0.380
C: 2.278 0.328 -0.033
C: 3.573 0.514 0.332
C: 4.280 1.689 -0.033
C: 3.693 2.663 -0.776
C: 2.338 2.526 -1.157
C: 1.651 3.486 -1.925
C: 0.337 3.312 -2.218
C: -0.333 2.182 -1.711
N: 0.268 1.258 -1.016
C: 1.608 1.380 -0.761
H: 5.627 -0.610 7.316
H: 7.179 -1.304 6.825
H: 5.981 -2.303 7.647
H: 3.486 -1.519 6.181
H: 2.508 -2.201 3.995
H: 6.417 -3.034 2.485
H: 7.400 -2.382 4.676
H: 4.080 -0.304 0.849
H: 5.320 1.785 0.260
H: 4.244 3.548 -1.084
H: 2.192 4.356 -2.290
H: -0.209 4.033 -2.813
H: -1.394 2.026 -1.891
N: -0.981 2.112 1.388
S: -0.774 2.803 2.807
C: 0.483 4.048 2.634
C: 0.347 5.073 1.707
C: 1.428 5.903 1.462
C: 2.634 5.697 2.132
C: 2.760 4.669 3.056
C: 1.675 3.832 3.311
C: -2.205 3.815 3.085
C: -2.141 4.896 3.958
C: -3.303 5.600 4.236
C: -4.508 5.219 3.653
C: -4.556 4.130 2.793
C: -3.400 3.412 2.508
H: -1.261 2.795 0.688
H: -0.594 5.223 1.184
H: 1.335 6.712 0.746
H: 3.481 6.345 1.929
H: 3.699 4.510 3.573
H: 1.755 3.016 4.025
H: -1.198 5.189 4.406
H: -3.268 6.447 4.912
H: -5.415 5.770 3.879
H: -5.498 3.828 2.346
H: -3.419 2.547 1.853
C: 1.348 -2.077 -0.453
Si: 0.635 -2.200 -2.178
C: 2.116 -2.029 -3.376
C: 1.827 -2.014 -4.902
C: 3.034 -3.245 -3.123
C: 2.948 -0.782 -3.022
C: -0.166 -3.911 -2.219
C: -1.524 -3.878 -1.504
C: -0.418 -4.366 -3.665
C: 0.696 -4.963 -1.480
H: 2.328 -2.558 -0.530
H: 0.742 -2.722 0.184
H: 2.037 -1.227 1.202
H: 1.015 -2.680 -5.203
H: 2.733 -2.342 -5.428
H: 1.594 -1.021 -5.288
H: 2.613 -4.167 -3.528
H: 3.283 -3.407 -2.068
H: 3.980 -3.060 -3.646
H: 2.371 0.152 -3.046
H: 3.765 -0.683 -3.750
H: 3.409 -0.878 -2.032
H: -2.249 -3.246 -2.028
H: -1.449 -3.527 -0.467
H: -1.932 -4.897 -1.477
H: -0.988 -3.625 -4.242
H: -1.007 -5.293 -3.649
H: 0.510 -4.577 -4.202
H: 0.946 -4.673 -0.452
H: 1.632 -5.187 -1.987
H: 0.123 -5.897 -1.421

Results
Multiplicity   6
LUMO level (spin up / spin down)   -0.687 / -0.921 eV
E_tot   -136332.664 eV
Gap between HOMO and LUMO (spin up / spin down)   4.88 / 5.79 eV
Molar mass   1023.28 u
Relative energy (zero: lowest compared OMol25 entry of this formula, charge and spin)   32.7 kcal per mole

Atom charges from the Mulliken analysis, given in e for atoms 1 to 5: atom 1 (Mn): -0.30, atom 2 (C): -0.84, atom 3 (C): -0.64, atom 4 (N): 0.82, atom 5 (C): 0.13

---

2.
A 3-piece molecular cluster, C55H59N3O5 overall, computed with ωB97M-V/def2-TZVPD.

Positions of all 122 atoms, in Å:
C: 7.533 -2.785 2.332
C: 8.409 -1.793 1.445
C: 8.596 -0.432 2.262
C: 8.787 0.754 1.212
C: 7.734 1.934 1.445
C: 6.487 1.608 0.513
C: 5.416 2.794 0.564
C: 3.975 2.102 0.400
C: 3.734 1.574 -1.081
C: 2.952 0.187 -1.037
C: 1.649 0.312 -1.946
C: 0.812 -1.014 -1.740
C: 0.247 -1.202 -0.287
C: -0.858 -0.382 0.130
C: -1.484 -0.537 1.500
C: -2.676 0.409 1.834
C: -2.751 0.909 3.329
C: -1.378 1.362 3.963
C: -1.083 2.912 3.871
N: -0.415 3.372 2.638
C: -1.310 3.529 1.472
C: 0.799 2.693 2.340
C: 1.971 2.776 3.410
O: 1.019 2.020 1.350
C: -0.927 -1.541 2.369
C: 0.252 -2.380 1.973
N: 0.716 -3.284 2.915
C: 1.805 -3.962 2.477
C: 2.395 -3.783 1.130
N: 1.944 -2.942 0.165
C: 0.857 -2.225 0.643
H: 7.786 -2.692 3.423
H: 7.657 -3.844 1.990
H: 6.457 -2.493 2.151
H: 9.437 -2.191 1.250
H: 7.850 -1.611 0.488
H: 7.737 -0.276 2.964
H: 9.565 -0.498 2.837
H: 8.673 0.385 0.153
H: 9.812 1.189 1.367
H: 7.426 1.975 2.521
H: 8.146 2.910 1.071
H: 5.983 0.676 0.912
H: 6.777 1.416 -0.553
H: 5.559 3.538 -0.260
H: 5.428 3.231 1.597
H: 3.942 1.283 1.165
H: 3.223 2.906 0.601
H: 4.740 1.361 -1.548
H: 3.165 2.371 -1.628
H: 2.676 -0.016 0.032
H: 3.577 -0.668 -1.404
H: 1.018 1.195 -1.640
H: 1.917 0.351 -3.043
H: -0.099 -0.991 -2.411
H: 1.403 -1.931 -2.070
H: -1.247 0.352 -0.625
H: -2.721 1.232 1.068
H: -3.617 -0.198 1.651
H: -3.295 0.127 3.926
H: -3.438 1.809 3.332
H: -1.474 1.146 5.073
H: -0.504 0.721 3.641
H: -2.052 3.472 4.006
H: -0.446 3.227 4.750
H: -1.235 2.724 0.700
H: -1.087 4.538 1.012
H: -2.368 3.607 1.851
H: 2.522 1.795 3.310
H: 1.601 2.821 4.464
H: 2.715 3.570 3.146
H: -1.387 -1.656 3.385
H: 2.282 -4.695 3.169
H: 3.299 -4.400 0.881
C: 1.475 -4.056 -3.342
C: 2.748 -4.073 -3.906
C: 2.900 -3.982 -5.282
C: 1.779 -3.885 -6.102
C: 0.502 -3.892 -5.538
C: 0.355 -3.966 -4.155
C: -0.704 -3.838 -6.401
O: -1.817 -3.840 -5.910
C: -0.528 -3.790 -7.874
C: -1.649 -3.797 -8.700
C: -1.496 -3.740 -10.078
C: -0.223 -3.666 -10.636
C: 0.897 -3.665 -9.818
C: 0.748 -3.736 -8.435
C: 1.954 -3.770 -7.571
O: 3.067 -3.709 -8.058
H: 1.359 -4.118 -2.265
H: 3.622 -4.156 -3.270
H: 3.893 -3.991 -5.717
H: -0.634 -3.958 -3.712
H: -2.643 -3.852 -8.270
H: -2.370 -3.751 -10.719
H: -0.105 -3.614 -11.713
H: 1.886 -3.612 -10.257
C: -9.080 4.957 5.670
C: -7.695 4.816 5.655
C: -7.087 4.016 4.699
C: -7.864 3.342 3.760
C: -9.254 3.465 3.790
C: -9.858 4.283 4.740
C: -10.098 2.714 2.826
O: -11.309 2.823 2.850
C: -9.438 1.823 1.840
C: -10.217 1.068 0.967
C: -9.610 0.242 0.033
C: -8.221 0.172 -0.040
C: -7.441 0.917 0.832
C: -8.047 1.737 1.780
C: -7.203 2.503 2.730
O: -5.989 2.439 2.670
H: -9.553 5.590 6.412
H: -7.089 5.334 6.390
H: -6.009 3.913 4.688
H: -10.936 4.391 4.759
H: -11.298 1.121 1.017
H: -10.218 -0.349 -0.642
H: -7.748 -0.469 -0.775
H: -6.360 0.856 0.775

Results
LUMO level   -1.161 eV
E_tot   -72698.501 eV
Gap between HOMO and LUMO   7.19 eV
Molar mass   842.09 u
Structure (SMILES)   CCCCCCCCCCCCc1cc(CCCCN(C)C(C)=O)cc2nccnc12.O=C1c2ccccc2C(=O)c2ccccc21.O=C1c2ccccc2C(=O)c2ccccc21

Atom charges from the Mulliken analysis, given in e for atoms 1 to 5: atom 1 (C): -1.15, atom 2 (C): -0.42, atom 3 (C): -0.72, atom 4 (C): -0.78, atom 5 (C): -0.76

---

3.
A 3-piece molecular cluster, C55H61N4O10S overall, computed with ωB97M-V/def2-TZVPD.

Positions of all 131 atoms, in Å:
C: 1.387 1.836 -1.433
C: 1.136 1.928 -0.132
N: 0.665 1.807 1.245
C: 1.612 0.850 1.886
C: 1.367 0.962 3.479
C: 2.271 2.176 3.997
C: 2.451 3.587 3.239
C: 3.445 4.555 3.973
C: 4.219 4.233 5.297
N: 4.073 2.946 5.918
C: 3.167 2.034 5.286
N: -0.060 0.867 3.871
C: -0.201 0.903 5.358
C: -0.854 -0.516 5.891
C: 0.236 -1.730 5.901
C: 0.149 -2.697 4.592
N: 1.504 -3.059 4.018
C: -1.068 1.698 3.061
C: -0.874 3.262 3.448
C: -2.556 1.124 3.458
C: -3.794 2.065 3.025
C: -4.717 2.506 4.317
S: -5.484 4.195 4.042
O: -6.516 4.388 5.127
O: -6.042 4.210 2.635
O: -4.210 5.320 4.228
C: -0.781 1.500 1.439
C: -1.052 -0.023 0.928
C: -2.580 -0.294 0.395
C: -3.033 -1.861 0.644
C: -4.676 -1.784 0.794
O: -5.347 -1.206 -0.158
O: -5.395 -2.282 1.939
C: -5.849 -1.198 2.804
C: -6.269 -1.729 4.302
C: -1.641 2.434 0.473
O: -1.273 3.838 0.383
C: -1.241 4.320 -0.988
H: 1.519 1.670 -2.573
H: 1.636 -0.216 1.462
H: 2.683 1.283 1.705
H: 1.880 0.002 3.918
H: 1.894 3.818 2.266
H: 3.618 5.595 3.488
H: 4.903 5.067 5.732
H: 3.066 0.997 5.816
H: -0.346 -0.120 3.628
H: 0.750 1.016 5.978
H: -0.944 1.715 5.748
H: -1.744 -0.850 5.236
H: -1.235 -0.362 6.973
H: -0.036 -2.413 6.811
H: 1.319 -1.364 6.119
H: -0.499 -2.278 3.736
H: -0.330 -3.716 4.904
H: 2.102 -3.516 4.728
H: 1.998 -2.224 3.660
H: -0.301 3.440 4.448
H: -1.848 3.863 3.550
H: -0.232 3.850 2.669
H: -2.701 0.017 3.107
H: -2.725 1.060 4.614
H: -4.539 1.521 2.310
H: -3.516 3.048 2.503
H: -4.045 2.630 5.265
H: -5.486 1.674 4.505
H: -4.250 5.934 3.445
H: -0.389 -0.322 0.011
H: -0.862 -0.844 1.709
H: -2.649 -0.110 -0.747
H: -3.374 0.340 0.927
H: -2.693 -2.564 -0.199
H: -2.632 -2.144 1.693
H: -4.944 -0.495 2.971
H: -6.761 -0.615 2.405
H: -6.747 -2.775 4.254
H: -7.074 -1.004 4.739
H: -5.367 -1.673 5.022
H: -1.515 2.023 -0.620
H: -2.788 2.422 0.602
H: -0.640 3.665 -1.717
H: -2.316 4.572 -1.361
H: -0.689 5.350 -0.954
C: -4.901 -4.176 -4.570
C: -4.709 -3.459 -3.390
C: -3.709 -2.493 -3.315
C: -2.891 -2.253 -4.420
C: -3.066 -2.987 -5.592
C: -4.081 -3.942 -5.670
C: -2.169 -2.774 -6.751
O: -2.323 -3.413 -7.778
C: -1.078 -1.780 -6.640
C: -0.188 -1.608 -7.703
C: 0.833 -0.666 -7.611
C: 0.963 0.114 -6.463
C: 0.081 -0.059 -5.401
C: -0.935 -1.014 -5.484
C: -1.844 -1.214 -4.335
O: -1.730 -0.535 -3.325
H: -5.687 -4.922 -4.630
H: -5.342 -3.651 -2.528
H: -3.573 -1.936 -2.391
H: -4.232 -4.509 -6.585
H: -0.285 -2.210 -8.602
H: 1.527 -0.537 -8.437
H: 1.755 0.854 -6.395
H: 0.191 0.549 -4.507
C: 3.011 -2.817 -3.556
C: 3.348 -3.802 -4.482
C: 4.587 -3.768 -5.115
C: 5.489 -2.740 -4.831
C: 5.142 -1.741 -3.922
C: 3.905 -1.787 -3.276
C: 6.068 -0.619 -3.650
O: 5.766 0.254 -2.852
C: 7.362 -0.567 -4.366
C: 8.221 0.515 -4.162
C: 9.447 0.565 -4.822
C: 9.821 -0.468 -5.678
C: 8.965 -1.545 -5.888
C: 7.729 -1.592 -5.239
C: 6.811 -2.723 -5.495
O: 7.136 -3.626 -6.249
H: 2.048 -2.848 -3.055
H: 2.645 -4.598 -4.709
H: 4.846 -4.542 -5.832
H: 3.633 -1.019 -2.557
H: 7.937 1.323 -3.494
H: 10.111 1.410 -4.666
H: 10.780 -0.432 -6.187
H: 9.261 -2.345 -6.560

Results
LUMO level   -2.856 eV
E_tot   -95274.846 eV
Gap between HOMO and LUMO   8.31 eV
Molar mass   970.18 u
Net charge   +1

Atom charges from the Mulliken analysis, given in e for atoms 1 to 5: atom 1 (C): -1.18, atom 2 (C): 0.37, atom 3 (N): 1.04, atom 4 (C): -1.31, atom 5 (C): 0.58

---

- What is the formula in the third record?
  C55H61N4O10S